Formula: C56H142ClN12O10
Source: OMol25
Level of theory: ωB97M-V with the def2-TZVPD basis set

Computed properties:
- Spin multiplicity: 1
- Net charge: -1

Bonds (Å) are listed after each position.
Positions of all 221 atoms, in Å:
1 N -2.78 -0.32 2.64  H2 1.010, H3 1.010, H4 1.010, H5 1.010
2 H -1.86 -0.32 2.23  N1 1.010
3 H -3.39 -0.01 1.90  N1 1.010
4 H -2.88 0.23 3.48  N1 1.010
5 H -2.86 -1.31 2.85  N1 1.010
6 N -1.04 2.92 -3.31  H7 1.010, H8 1.010, H9 1.010, H10 1.010
7 H -0.75 2.24 -2.63  N6 1.010
8 H -1.92 3.34 -3.04  N6 1.010
9 H -1.12 2.51 -4.23  N6 1.010
10 H -0.35 3.67 -3.30  N6 1.010
11 N -2.65 -0.56 -1.94  H12 1.010, H13 1.010, H14 1.010, H15 1.010
12 H -2.47 -1.48 -2.30  N11 1.010
13 H -1.77 -0.11 -1.70  N11 1.010
14 H -3.30 -0.49 -1.17  N11 1.010
15 H -2.98 -0.06 -2.75  N11 1.010
16 N -0.68 2.52 0.96  H17 1.010, H18 1.010, H19 1.010, H20 1.010
17 H -1.67 2.67 1.00  N16 1.010
18 H -0.40 2.25 0.03  N16 1.010
19 H -0.49 1.64 1.43  N16 1.010
20 H -0.14 3.25 1.41  N16 1.010
21 C -5.02 1.06 -1.56  C22 1.362, C27 1.456, H31 1.080
22 C -4.93 2.13 -2.40  C21 1.362, C23 1.542, O30 1.290
23 C -4.04 3.32 -2.01  C22 1.542, O24 1.296, C25 1.356
24 O -3.66 4.24 -2.84  C23 1.296
25 C -3.46 3.45 -0.79  C23 1.356, C26 1.460, H32 1.080
26 C -3.74 2.44 0.22  C25 1.460, C27 1.582, O29 1.215
27 C -4.39 1.08 -0.25  C21 1.456, C26 1.582, O28 1.245
28 O -4.22 0.04 0.42  C27 1.245
29 O -3.22 2.55 1.31  C26 1.215
30 O -5.48 1.92 -3.55  C22 1.290
31 H -5.64 0.21 -1.81  C21 1.080
32 H -2.88 4.35 -0.61  C25 1.080
33 O -0.21 -0.09 1.68  C34 1.409
34 C 0.28 -0.79 0.57  O33 1.409, C35 1.648, H37 1.090, H38 1.090
35 C 0.52 -0.01 -0.86  C34 1.648, O36 1.440, H39 1.090, H40 1.090
36 O -0.37 0.96 -1.45  C35 1.440
37 H -0.49 -1.53 0.34  C34 1.090
38 H 1.13 -1.45 0.77  C34 1.090
39 H 0.82 -0.73 -1.62  C35 1.090
40 H 1.45 0.55 -0.74  C35 1.090
41 Cl -2.44 1.23 -6.16  O42 1.426, O43 1.469, O44 1.406, O45 1.439
42 O -2.58 0.65 -4.86  Cl41 1.426
43 O -0.99 1.28 -6.39  Cl41 1.469
44 O -3.15 0.49 -7.12  Cl41 1.406
45 O -2.97 2.56 -6.02  Cl41 1.439
46 C -0.15 4.84 -6.00  C47 1.515, H53 1.090, H54 1.090, H55 1.090
47 C 0.38 5.72 -4.89  C46 1.515, N48 1.476, H56 1.090, H57 1.090
48 N 0.84 4.90 -3.75  C47 1.476, C49 1.494, C51 1.468
49 C 0.93 5.82 -2.57  N48 1.494, C50 1.579, H58 1.090, H59 1.090
50 C -0.49 5.69 -1.88  C49 1.579, H60 1.090, H61 1.090, H62 1.090
51 C 2.14 4.27 -3.99  N48 1.468, C52 1.515, H63 1.090, H64 1.090
52 C 2.37 3.13 -3.02  C51 1.515, H65 1.090, H66 1.090, H67 1.090
53 H -0.79 4.09 -5.53  C46 1.090
54 H 0.59 4.29 -6.59  C46 1.090
55 H -0.66 5.40 -6.78  C46 1.090
56 H 1.15 6.34 -5.34  C47 1.090
57 H -0.44 6.40 -4.65  C47 1.090
58 H 1.75 5.64 -1.87  C49 1.090
59 H 1.09 6.86 -2.86  C49 1.090
60 H -0.57 6.31 -0.98  C50 1.090
61 H -1.35 6.03 -2.45  C50 1.090
62 H -0.70 4.69 -1.50  C50 1.090
63 H 2.93 5.00 -3.83  C51 1.090
64 H 2.27 3.87 -4.99  C51 1.090
65 H 1.89 2.24 -3.43  C52 1.090
66 H 2.00 3.39 -2.03  C52 1.090
67 H 3.44 3.00 -2.87  C52 1.090
68 C -0.74 1.55 4.84  C69 1.552, H75 1.090, H76 1.090, H77 1.090
69 C -1.90 1.41 5.86  C68 1.552, N70 1.462, H78 1.090, H79 1.090
70 N -3.15 1.13 5.16  C69 1.462, C71 1.455, C73 1.499
71 C -3.76 2.29 4.53  N70 1.455, C72 1.558, H80 1.090, H81 1.090
72 C -5.07 2.04 3.71  C71 1.558, H82 1.090, H83 1.090, H84 1.090
73 C -4.09 0.34 6.03  N70 1.499, C74 1.521, H85 1.090, H86 1.090
74 C -4.53 1.10 7.26  C73 1.521, H87 1.090, H88 1.090, H89 1.090
75 H -0.86 2.10 3.91  C68 1.090
76 H -0.50 0.56 4.46  C68 1.090
77 H 0.14 1.91 5.37  C68 1.090
78 H -1.74 0.56 6.52  C69 1.090
79 H -2.03 2.26 6.52  C69 1.090
80 H -3.91 3.11 5.22  C71 1.090
81 H -3.02 2.75 3.87  C71 1.090
82 H -5.94 1.80 4.32  C72 1.090
83 H -5.37 2.97 3.22  C72 1.090
84 H -4.92 1.23 3.00  C72 1.090
85 H -3.64 -0.59 6.39  C73 1.090
86 H -4.96 -0.01 5.48  C73 1.090
87 H -5.12 0.45 7.90  C74 1.090
88 H -5.16 1.92 6.93  C74 1.090
89 H -3.69 1.40 7.89  C74 1.090
90 C 5.97 -2.67 3.94  C91 1.527, H97 1.090, H98 1.090, H99 1.090
91 C 5.51 -1.81 2.76  C90 1.527, N92 1.469, H100 1.090, H101 1.090
92 N 4.56 -0.75 3.12  C91 1.469, C93 1.470, C95 1.472
93 C 4.10 -0.18 1.84  N92 1.470, C94 1.557, H102 1.090, H103 1.090
94 C 5.24 0.49 1.02  C93 1.557, H104 1.090, H105 1.090, H106 1.090
95 C 3.39 -1.14 3.92  N92 1.472, C96 1.576, H107 1.090, H108 1.090
96 C 2.52 0.07 4.42  C95 1.576, H109 1.090, H110 1.090, H111 1.090
97 H 6.49 -2.13 4.73  C90 1.090
98 H 6.66 -3.43 3.57  C90 1.090
99 H 5.14 -3.28 4.28  C90 1.090
100 H 6.43 -1.40 2.34  C91 1.090
101 H 5.13 -2.48 1.99  C91 1.090
102 H 3.69 -1.00 1.25  C93 1.090
103 H 3.30 0.53 2.06  C93 1.090
104 H 5.92 0.90 1.77  C94 1.090
105 H 5.83 -0.17 0.40  C94 1.090
106 H 4.87 1.27 0.35  C94 1.090
107 H 3.76 -1.74 4.76  C95 1.090
108 H 2.83 -1.80 3.26  C95 1.090
109 H 2.00 0.52 3.57  C96 1.090
110 H 3.14 0.79 4.96  C96 1.090
111 H 1.71 -0.29 5.06  C96 1.090
112 C -1.61 -5.19 2.82  C113 1.533, H119 1.090, H120 1.090, H121 1.090
113 C -1.71 -3.67 2.63  C112 1.533, N114 1.480, H122 1.090, H123 1.090
114 N -2.74 -3.00 3.45  C113 1.480, C115 1.458, C117 1.471
115 C -4.13 -3.32 3.13  N114 1.458, C116 1.543, H124 1.090, H125 1.090
116 C -4.54 -3.42 1.65  C115 1.543, H126 1.090, H127 1.090, H128 1.090
117 C -2.45 -3.10 4.89  N114 1.471, C118 1.548, H129 1.090, H130 1.090
118 C -1.17 -2.29 5.22  C117 1.548, H131 1.090, H132 1.090, H133 1.090
119 H -2.60 -5.65 2.86  C112 1.090
120 H -1.14 -5.52 3.75  C112 1.090
121 H -1.04 -5.67 2.02  C112 1.090
122 H -0.71 -3.35 2.94  C113 1.090
123 H -1.78 -3.43 1.57  C113 1.090
124 H -4.45 -4.27 3.55  C115 1.090
125 H -4.71 -2.53 3.63  C115 1.090
126 H -4.04 -4.19 1.07  C116 1.090
127 H -5.55 -3.81 1.54  C116 1.090
128 H -4.49 -2.46 1.15  C116 1.090
129 H -2.38 -4.14 5.22  C117 1.090
130 H -3.25 -2.60 5.44  C117 1.090
131 H -1.02 -1.45 4.54  C118 1.090
132 H -0.29 -2.93 5.15  C118 1.090
133 H -1.14 -2.00 6.26  C118 1.090
134 C 2.22 5.62 4.10  C135 1.500, H141 1.090, H142 1.090, H143 1.090
135 C 1.44 4.48 3.51  C134 1.500, N136 1.496, H144 1.090, H145 1.090
136 N 0.75 4.66 2.20  C135 1.496, C137 1.449, C139 1.459
137 C -0.30 5.65 2.10  N136 1.449, C138 1.522, H146 1.090, H147 1.090
138 C -1.50 5.24 2.93  C137 1.522, H148 1.090, H149 1.090, H150 1.090
139 C 1.69 4.95 1.11  N136 1.459, C140 1.559, H151 1.090, H152 1.090
140 C 2.81 3.87 1.05  C139 1.559, H153 1.090, H154 1.090, H155 1.090
141 H 2.77 6.13 3.31  C134 1.090
142 H 2.87 5.22 4.88  C134 1.090
143 H 1.50 6.28 4.58  C134 1.090
144 H 2.04 3.57 3.44  C135 1.090
145 H 0.68 4.10 4.19  C135 1.090
146 H 0.08 6.63 2.38  C137 1.090
147 H -0.71 5.75 1.09  C137 1.090
148 H -1.93 4.26 2.71  C138 1.090
149 H -1.31 5.27 4.00  C138 1.090
150 H -2.24 6.00 2.69  C138 1.090
151 H 2.27 5.86 1.25  C139 1.090
152 H 1.22 5.15 0.15  C139 1.090
153 H 3.32 3.97 0.09  C140 1.090
154 H 2.46 2.84 1.06  C140 1.090
155 H 3.59 4.03 1.80  C140 1.090
156 C -2.21 -3.96 -1.19  C157 1.550, H163 1.090, H164 1.090, H165 1.090
157 C -1.67 -3.94 -2.64  C156 1.550, N158 1.458, H166 1.090, H167 1.090
158 N -2.30 -2.88 -3.43  C157 1.458, C159 1.479, C161 1.468
159 C -1.46 -2.68 -4.64  N158 1.479, C160 1.567, H168 1.090, H169 1.090
160 C -0.19 -1.83 -4.31  C159 1.567, H170 1.090, H171 1.090, H172 1.090
161 C -3.61 -3.35 -3.90  N158 1.468, C162 1.514, H173 1.090, H174 1.090
162 C -4.44 -2.32 -4.63  C161 1.514, H175 1.090, H176 1.090, H177 1.090
163 H -3.28 -3.72 -1.17  C156 1.090
164 H -1.67 -3.24 -0.58  C156 1.090
165 H -2.14 -4.95 -0.74  C156 1.090
166 H -0.58 -3.91 -2.67  C157 1.090
167 H -2.02 -4.87 -3.08  C157 1.090
168 H -1.28 -3.63 -5.14  C159 1.090
169 H -1.95 -2.02 -5.35  C159 1.090
170 H -0.38 -0.83 -3.93  C160 1.090
171 H 0.51 -2.19 -3.55  C160 1.090
172 H 0.39 -1.81 -5.23  C160 1.090
173 H -4.25 -3.60 -3.05  C161 1.090
174 H -3.55 -4.18 -4.60  C161 1.090
175 H -4.56 -1.42 -4.02  C162 1.090
176 H -5.45 -2.71 -4.79  C162 1.090
177 H -3.98 -2.01 -5.57  C162 1.090
178 C 5.51 -1.49 -7.01  C179 1.544, H185 1.090, H186 1.090, H187 1.090
179 C 4.63 -1.94 -5.82  C178 1.544, N180 1.437, H188 1.090, H189 1.090
180 N 4.65 -1.02 -4.72  C179 1.437, C181 1.482, C183 1.478
181 C 4.28 0.39 -4.96  N180 1.482, C182 1.507, H190 1.090, H191 1.090
182 C 2.91 0.57 -5.58  C181 1.507, H192 1.090, H193 1.090, H194 1.090
183 C 3.81 -1.59 -3.65  N180 1.478, C184 1.519, H195 1.090, H196 1.090
184 C 4.05 -0.86 -2.34  C183 1.519, H197 1.090, H198 1.090, H199 1.090
185 H 5.26 -2.12 -7.86  C178 1.090
186 H 6.55 -1.50 -6.70  C178 1.090
187 H 5.28 -0.47 -7.32  C178 1.090
188 H 3.63 -2.17 -6.19  C179 1.090
189 H 5.06 -2.89 -5.52  C179 1.090
190 H 4.41 0.98 -4.05  C181 1.090
191 H 5.00 0.80 -5.67  C181 1.090
192 H 2.92 0.08 -6.55  C182 1.090
193 H 2.03 0.18 -5.07  C182 1.090
194 H 2.74 1.64 -5.73  C182 1.090
195 H 4.11 -2.63 -3.56  C183 1.090
196 H 2.76 -1.57 -3.96  C183 1.090
197 H 5.09 -0.60 -2.16  C184 1.090
198 H 3.76 -1.46 -1.48  C184 1.090
199 H 3.51 0.09 -2.29  C184 1.090
200 C 2.25 -3.77 -0.68  C201 1.561, H207 1.090, H208 1.090, H209 1.090
201 C 1.23 -4.64 0.11  C200 1.561, N202 1.481, H210 1.090, H211 1.090
202 N 1.82 -5.83 0.76  C201 1.481, C203 1.473, C205 1.473
203 C 2.36 -6.86 -0.15  N202 1.473, C204 1.555, H212 1.090, H213 1.090
204 C 1.40 -7.27 -1.30  C203 1.555, H214 1.090, H215 1.090, H216 1.090
205 C 2.75 -5.52 1.85  N202 1.473, C206 1.551, H217 1.090, H218 1.090
206 C 1.97 -4.94 3.06  C205 1.551, H219 1.090, H220 1.090, H221 1.090
207 H 1.65 -3.17 -1.37  C200 1.090
208 H 2.90 -4.42 -1.28  C200 1.090
209 H 2.92 -3.13 -0.11  C200 1.090
210 H 0.60 -4.07 0.79  C201 1.090
211 H 0.50 -4.99 -0.62  C201 1.090
212 H 3.27 -6.51 -0.64  C203 1.090
213 H 2.65 -7.76 0.38  C203 1.090
214 H 1.75 -8.06 -1.97  C204 1.090
215 H 0.40 -7.56 -0.98  C204 1.090
216 H 1.25 -6.52 -2.08  C204 1.090
217 H 3.55 -4.86 1.50  C205 1.090
218 H 3.12 -6.50 2.15  C205 1.090
219 H 1.50 -3.97 2.88  C206 1.090
220 H 2.66 -4.81 3.89  C206 1.090
221 H 1.17 -5.64 3.34  C206 1.090

=====

Formula: C5H12NO
Source: OMol25
Level of theory: ωB97M-V with the def2-TZVPD basis set

Computed properties:
- Spin multiplicity: 1
- Net charge: -1
- Relative energy (zero: lowest compared OMol25 entry of this formula, charge and spin): 66.97 kJ/mol
- Structure (SMILES): NCCCCC[O-]

Bonds (Å) are listed after each position.
Positions of all 19 atoms, in Å:
1 N -1.98 0.95 1.82  C2 1.458, H8 1.015, H9 1.007
2 C -1.41 1.12 0.49  N1 1.458, C3 1.531, H10 1.104, H11 1.088
3 C -1.36 -0.21 -0.27  C2 1.531, C4 1.544, H12 1.088, H13 1.094
4 C 0.02 -0.91 -0.11  C3 1.544, C5 1.531, H14 1.085, H15 1.091
5 C 1.05 -0.34 -1.08  C4 1.531, C6 1.547, H16 1.091, H17 1.088
6 C 2.51 -0.64 -0.67  C5 1.547, O7 1.344, H18 1.124, H19 1.126
7 O 3.43 -0.10 -1.50  C6 1.344
8 H -1.36 0.54 2.52  N1 1.015
9 H -2.34 1.81 2.20  N1 1.007
10 H -0.37 1.47 0.57  C2 1.104
11 H -1.97 1.90 -0.02  C2 1.088
12 H -2.12 -0.89 0.12  C3 1.088
13 H -1.46 -0.06 -1.34  C3 1.094
14 H -0.17 -1.97 -0.17  C4 1.085
15 H 0.41 -0.63 0.87  C4 1.091
16 H 0.94 0.75 -1.13  C5 1.091
17 H 0.96 -0.77 -2.08  C5 1.088
18 H 2.59 -1.75 -0.60  C6 1.124
19 H 2.63 -0.27 0.38  C6 1.126

=====

Formula: C4H5N3O
Source: OMol25
Level of theory: ωB97M-V with the def2-TZVPD basis set

Computed properties:
- Spin multiplicity: 1
- Relative energy (zero: lowest compared OMol25 entry of this formula, charge and spin): 336.81 kJ/mol
- Structure (SMILES): Nc1cc[nH]c1N=O

Bonds (Å) are listed after each position.
Positions of all 13 atoms, in Å:
1 N -1.18 1.57 -0.14  C2 1.416, H9 1.031, H10 0.960
2 C -0.15 0.60 -0.07  N1 1.416, C3 1.421, C6 1.393
3 C 1.26 0.71 -0.04  C2 1.421, C4 1.388, H11 1.108
4 C 1.82 -0.56 0.02  C3 1.388, N5 1.424, H12 1.141
5 N 0.71 -1.46 -0.06  C4 1.424, C6 1.356, H13 0.973
6 C -0.45 -0.76 -0.11  C2 1.393, N5 1.356, N7 1.413
7 N -1.68 -1.44 -0.06  C6 1.413, O8 1.256
8 O -2.64 -0.64 0.07  N7 1.256
9 H -2.06 1.19 0.25  N1 1.031
10 H -1.08 2.51 0.03  N1 0.960
11 H 1.82 1.65 0.16  C3 1.108
12 H 2.86 -0.96 0.26  C4 1.141
13 H 0.77 -2.40 -0.29  N5 0.973

=====

The E_tot results, record by record, are as follows: -111243.8484; -8916.3696; -10744.1240 eV.
The Kohn-Sham gap results, record by record, are as follows: 6.3790; 5.6275; 7.9595 eV.